90
Properties=species:S:1:pos:R:3:forces:R:3:lowdin_spin:R:1 method="wB97M-V/def2-TZVPD" energy_ev=-128073.926 s2=6.041 multiplicity=5 homo_energy_ha="-0.1690 / -0.2083" de_lowest_ev=0.8298 total_charge=-1 homo_lumo_gap_ev="6.5 / 7.2"
Mn -1.822 0.705 1.031 0.0 -1.8 -1.3 3.5256
O 1.225 1.851 3.244 -0.1 0.2 0.1 0.0243
C 0.248 1.786 2.536 0.3 -0.4 0.0 0.0107
O -0.032 0.821 1.696 0.3 0.0 0.0 0.0309
C -0.846 2.814 2.551 -0.5 -0.2 -0.4 0.0305
C -0.942 3.960 3.309 0.2 0.2 0.2 -0.0068
C -2.113 4.706 3.253 0.0 -0.3 -0.1 0.0317
C -3.161 4.277 2.443 0.0 0.4 0.1 -0.0069
C -2.989 3.141 1.688 0.4 -0.6 -0.2 0.0293
N -1.848 2.436 1.742 -0.1 2.5 1.3 -0.0104
C -3.970 2.458 0.761 -0.2 -0.1 -0.2 0.0113
O -5.058 2.925 0.500 0.1 0.2 0.1 0.0266
O -3.480 1.340 0.312 -0.2 0.0 -0.3 0.0251
H -0.105 4.248 3.930 0.0 -0.1 0.0 -0.0009
H -2.216 5.601 3.851 0.0 0.0 0.0 0.0021
H -4.094 4.819 2.387 0.0 -0.1 -0.1 -0.0009
F -3.703 -1.206 6.544 0.0 0.0 0.0 0.0029
C -3.337 -0.916 5.264 0.0 0.0 -0.1 0.0093
C -4.231 -0.259 4.445 -0.2 -0.1 0.1 0.0022
C -3.843 0.051 3.147 0.2 -0.1 0.1 0.0298
C -2.564 -0.254 2.663 -0.3 -0.1 0.8 0.1099
C -1.711 -0.948 3.525 -0.2 0.0 0.0 0.0298
C -2.087 -1.288 4.820 0.1 -0.2 0.1 0.0024
H -5.215 -0.003 4.821 0.0 0.0 0.0 0.0005
H -4.569 0.531 2.500 0.0 0.1 0.0 0.0022
H -0.724 -1.240 3.185 0.1 0.1 0.0 0.0028
H -1.420 -1.834 5.477 0.0 0.0 0.0 0.0004
Cl -1.390 -4.985 2.775 -0.1 0.0 0.1 0.0000
C 0.137 -4.579 2.063 0.1 0.1 -0.1 0.0000
C 1.279 -4.617 2.838 0.0 0.0 0.0 0.0000
C 2.501 -4.292 2.275 0.0 0.0 0.0 0.0000
C 2.569 -3.952 0.935 0.0 -0.1 0.0 0.0000
C 1.422 -3.929 0.159 -0.2 0.0 0.2 0.0000
Cl 1.583 -3.461 -1.500 0.2 0.2 0.0 0.0000
C 0.156 -4.214 0.706 0.1 0.0 0.0 0.0000
N -1.028 -4.104 0.012 0.0 0.5 0.1 0.0001
C -1.202 -4.432 -1.339 -0.2 -0.2 -0.4 0.0000
C -0.731 -5.681 -1.757 -0.1 0.0 0.0 0.0000
C -0.883 -6.109 -3.059 0.1 -0.1 0.0 0.0000
C -1.542 -5.298 -3.968 -0.1 0.1 -0.1 0.0000
C -2.017 -4.067 -3.556 0.0 0.0 0.1 0.0000
C -1.847 -3.591 -2.256 0.0 0.0 0.2 0.0002
C -2.321 -2.162 -2.021 0.3 0.0 0.2 0.0000
C -2.385 -1.583 -0.604 -0.4 -0.1 0.4 0.0087
O -3.288 -1.925 0.148 0.3 -0.3 -0.3 0.0113
O -1.486 -0.682 -0.320 -0.2 0.2 -0.2 0.0491
H 1.202 -4.900 3.879 0.0 0.0 0.0 0.0000
H 3.395 -4.288 2.883 0.0 0.0 0.0 0.0000
H 3.510 -3.673 0.481 0.0 0.0 0.0 0.0000
H -1.839 -3.796 0.533 0.0 0.1 -0.1 0.0000
H -0.240 -6.309 -1.024 0.0 0.0 0.0 0.0000
H -0.506 -7.078 -3.360 0.0 0.0 0.0 0.0000
H -1.683 -5.615 -4.993 0.0 0.0 0.0 0.0000
H -2.534 -3.425 -4.262 0.0 0.0 0.0 0.0000
H -3.341 -2.094 -2.402 0.0 0.1 0.0 -0.0001
H -1.686 -1.504 -2.620 0.0 0.0 0.0 0.0001
C 4.913 0.573 -4.488 0.1 0.0 0.0 0.0000
C 3.646 0.052 -4.712 0.0 -0.1 -0.1 0.0000
C 2.726 -0.007 -3.676 -0.1 -0.1 0.1 0.0000
C 3.042 0.462 -2.402 -0.2 0.0 0.2 -0.0004
C 4.326 0.950 -2.185 0.0 0.0 0.0 0.0000
C 5.255 1.010 -3.217 0.0 0.0 0.0 0.0000
Sb 1.437 0.532 -0.897 0.6 0.4 -0.5 0.0006
C 0.401 2.005 -2.138 0.0 -0.2 0.1 0.0014
C 1.106 2.841 -3.004 0.0 0.0 0.0 0.0001
C 0.446 3.783 -3.780 0.0 0.0 0.0 0.0007
C -0.934 3.915 -3.693 0.0 0.0 0.0 0.0002
C -1.647 3.094 -2.834 -0.1 0.1 0.0 0.0010
C -0.981 2.143 -2.069 0.0 0.0 0.1 0.0065
C 2.471 2.085 0.215 -0.2 -0.2 -0.1 -0.0001
C 2.079 3.418 0.187 -0.1 0.0 0.0 0.0001
C 2.770 4.379 0.914 0.0 0.0 0.1 0.0000
C 3.867 4.015 1.681 0.0 0.0 0.0 0.0001
C 4.254 2.684 1.732 0.1 0.0 0.0 0.0002
C 3.552 1.727 1.016 -0.1 0.0 0.0 0.0001
H 5.629 0.637 -5.298 0.0 0.0 0.0 0.0000
H 3.374 -0.299 -5.701 0.0 0.0 0.0 0.0000
H 1.734 -0.405 -3.866 0.0 0.0 -0.1 0.0000
H 4.605 1.311 -1.205 0.0 0.1 0.0 0.0000
H 6.243 1.412 -3.028 0.0 0.0 0.0 0.0000
H 2.184 2.765 -3.068 0.0 0.0 0.0 0.0000
H 1.012 4.420 -4.449 0.0 0.0 0.0 0.0000
H -1.447 4.658 -4.291 0.0 0.0 0.0 0.0000
H -2.723 3.191 -2.755 0.0 0.0 0.0 0.0001
H -1.561 1.505 -1.414 0.0 -0.1 -0.1 0.0051
H 1.223 3.718 -0.407 0.0 0.0 0.0 0.0000
H 2.445 5.412 0.886 0.0 0.0 0.0 0.0000
H 4.412 4.762 2.246 0.0 0.0 0.0 0.0000
H 5.104 2.393 2.338 0.0 0.0 0.0 0.0000
H 3.839 0.683 1.094 0.1 0.0 0.0 0.0000

---

18
Properties=species:S:1:pos:R:3:forces:R:3:mulliken_charge:R:1 method="wB97M-V/def2-TZVPD" energy_ev=-12508.905 smiles="C[N@H+]1C=C(F)C(N)=NC1" homo_energy_ha=-0.4924 de_lowest_ev=2.4630 total_charge=+1 homo_lumo_gap_ev=8.8
C -2.418 -0.769 0.066 0.4 -0.2 0.0 -0.9718
N -1.036 -0.258 0.360 -2.3 2.1 0.1 0.0074
C -0.089 -1.214 0.088 10.2 2.8 0.1 -0.4731
C 1.382 -0.710 0.050 -6.6 -3.2 0.1 0.4338
F 2.298 -1.638 -0.194 -0.1 0.8 0.1 -0.2485
C 1.685 0.733 0.067 -1.5 -0.2 -0.6 0.3799
N 2.948 1.128 0.241 -1.8 -1.6 -0.3 -0.3764
N 0.674 1.452 -0.253 0.9 1.2 1.5 -0.5856
C -0.637 1.009 -0.439 -0.1 1.2 0.5 -0.4785
H -2.427 -0.786 -0.978 -0.2 -0.8 -1.7 0.4426
H -2.677 -1.709 0.530 0.8 -0.5 0.0 0.3623
H -3.243 -0.166 0.299 -0.5 1.7 0.9 0.3771
H -1.000 0.160 1.275 0.1 -0.6 1.2 0.3683
H -0.187 -2.186 -0.224 -1.1 -2.1 -0.3 0.4833
H 3.459 0.292 0.354 2.1 0.1 0.4 0.2336
H 3.186 2.074 0.362 0.7 0.9 0.1 0.2452
H -1.337 1.850 -0.151 0.5 -1.3 -0.5 0.3648
H -0.583 0.739 -1.454 -1.3 -0.5 -1.7 0.4355

---

15
Properties=species:S:1:pos:R:3:forces:R:3:mulliken_charge:R:1 method="wB97M-V/def2-TZVPD" energy_ev=-23071.997 homo_energy_ha=-0.1980 de_lowest_ev=0.0000 total_charge=-1 homo_lumo_gap_ev=8.7
C -1.016 0.377 0.006 0.6 1.1 -1.1 0.1872
C 1.049 -0.696 0.733 0.9 1.1 -0.3 0.7536
C 2.176 0.010 0.014 -1.8 4.2 2.7 -1.1507
C -0.063 -0.750 -0.274 -2.3 -1.8 -0.2 0.2015
N -2.584 1.709 -0.313 -1.7 0.7 -0.5 -0.4662
N -2.182 0.503 -0.651 0.7 -0.5 0.5 -0.3591
N -0.677 1.491 0.652 -0.5 -0.2 0.1 -0.2588
N -1.750 2.314 0.449 1.3 -0.4 0.4 -0.4896
O 1.076 -1.014 1.885 -0.4 -0.7 0.3 -0.5565
S -1.160 -2.293 -0.309 2.0 -0.7 0.6 -0.3459
H 2.579 -0.732 -0.527 2.0 -2.2 -2.4 0.3773
H 1.603 0.784 -0.564 1.0 -0.7 0.0 0.3163
H 2.855 0.605 0.682 -0.4 -1.1 -0.5 0.3035
H 0.307 -0.745 -1.318 0.0 0.4 0.8 0.2750
H -2.212 -1.563 -0.466 -1.4 0.7 -0.3 0.2124

---

72
Properties=species:S:1:pos:R:3:forces:R:3:lowdin_spin:R:1 method="wB97M-V/def2-TZVPD" energy_ev=-72973.552 s2=0.841 multiplicity=2 homo_energy_ha="-0.4000 / -0.3898" de_lowest_ev=0.7932 total_charge=+1 homo_lumo_gap_ev="6.9 / 6.8"
Re 0.928 -0.299 2.296 0.5 0.0 -1.2 0.8417
O -0.651 -3.090 0.294 0.0 -0.1 -0.1 0.0030
C -0.651 -2.091 0.949 -0.2 0.1 0.0 0.0092
O 0.127 -1.985 2.065 -0.2 0.1 0.1 0.0359
C -1.558 -0.920 0.611 -0.1 -0.1 -0.1 0.0035
C -2.503 -1.199 -0.378 0.0 0.1 0.0 -0.0012
C -3.326 -0.212 -0.866 0.0 0.0 0.0 0.0033
C -3.273 1.094 -0.399 0.1 0.0 0.0 -0.0014
C -2.366 1.361 0.591 0.0 -0.1 -0.1 0.0024
C -1.484 0.401 1.108 0.0 0.1 0.2 -0.0044
O -0.639 0.806 2.062 -0.3 -0.1 0.1 0.0083
N -2.296 2.726 1.142 0.0 -0.1 0.0 0.0002
O -1.909 3.597 0.393 0.0 0.1 0.0 0.0004
O -2.643 2.865 2.291 0.0 0.0 0.0 0.0001
N -4.272 -0.539 -1.944 0.0 0.0 0.0 0.0004
O -4.293 -1.688 -2.339 0.0 0.0 0.0 0.0007
O -4.956 0.362 -2.374 0.0 0.0 0.0 0.0007
H -2.569 -2.203 -0.771 0.0 0.0 0.0 0.0000
H -3.917 1.862 -0.803 0.0 0.0 0.0 -0.0002
S 1.910 0.248 6.641 0.0 0.0 -0.1 0.0000
C 0.230 -0.195 6.603 0.0 0.0 0.0 0.0007
C -0.651 -0.344 7.671 0.0 0.0 0.0 0.0003
C -1.950 -0.706 7.382 0.0 0.0 0.0 0.0001
C -2.367 -0.918 6.062 0.0 0.0 0.0 0.0000
C -1.497 -0.773 5.005 0.1 0.0 0.0 0.0008
C -0.182 -0.405 5.285 -0.1 0.0 0.1 0.0048
N 0.838 -0.212 4.362 0.4 0.1 0.5 0.0128
C 1.975 0.131 4.933 -0.2 -0.1 0.2 0.0058
C 3.130 0.377 4.073 0.1 0.1 -0.1 0.0036
C 4.381 0.735 4.554 -0.1 0.0 0.0 0.0003
C 5.413 0.943 3.649 0.0 0.0 0.0 -0.0015
C 5.199 0.798 2.285 0.1 0.0 0.1 0.0003
C 3.944 0.445 1.805 -0.1 -0.1 -0.1 0.0005
C 2.884 0.226 2.682 0.1 0.1 0.5 0.0065
H -0.330 -0.181 8.690 0.0 0.0 0.0 0.0000
H -2.659 -0.828 8.189 0.0 0.0 0.0 0.0000
H -3.393 -1.202 5.871 0.0 0.0 0.0 0.0000
H -1.817 -0.941 3.985 0.0 0.0 0.0 0.0000
H 4.562 0.853 5.615 0.0 0.0 0.0 0.0003
H 6.393 1.220 4.013 0.0 0.0 0.0 -0.0001
H 6.016 0.963 1.595 0.0 0.0 0.0 0.0002
H 3.783 0.331 0.740 0.0 0.0 0.0 -0.0007
C 2.630 -0.446 -5.838 0.0 0.0 0.0 0.0000
O 1.651 -0.951 -4.937 0.0 0.0 0.0 0.0000
C 0.371 -0.998 -5.364 0.0 0.0 0.0 0.0001
C -0.078 -0.573 -6.607 0.0 0.0 0.0 0.0000
C -1.431 -0.653 -6.916 0.0 0.0 0.0 0.0001
C -2.348 -1.155 -6.009 0.0 0.0 0.0 0.0000
C -1.907 -1.583 -4.765 0.0 0.0 0.0 0.0001
C -0.565 -1.491 -4.447 0.0 0.1 -0.1 0.0002
N -0.100 -1.947 -3.171 0.0 0.0 0.1 0.0022
C 0.346 -1.243 -2.166 0.0 0.1 0.0 0.0020
C 0.424 0.159 -1.968 0.0 -0.1 -0.1 0.0024
C 0.029 1.152 -2.899 0.0 0.1 0.0 0.0008
C 0.108 2.482 -2.589 0.0 -0.1 0.0 0.0022
C 0.607 2.869 -1.335 0.0 0.0 0.0 0.0003
C 0.996 1.938 -0.405 0.0 0.0 0.0 0.0044
C 0.893 0.562 -0.679 0.0 0.3 -0.1 0.0018
O 1.199 -0.333 0.219 0.2 -0.2 0.5 0.0444
H 3.576 -0.504 -5.310 0.0 0.0 0.0 0.0000
H 2.419 0.592 -6.100 0.0 0.0 0.0 0.0000
H 2.679 -1.055 -6.743 0.0 0.0 0.0 0.0000
H 0.615 -0.182 -7.337 0.0 0.0 0.0 0.0000
H -1.764 -0.317 -7.889 0.0 0.0 0.0 0.0000
H -3.398 -1.215 -6.259 0.0 0.0 0.0 0.0000
H -2.605 -1.975 -4.035 0.0 0.0 0.0 0.0000
H -0.093 -2.951 -3.037 0.0 0.0 0.0 0.0001
H 0.685 -1.848 -1.335 0.0 0.0 0.0 0.0002
H -0.349 0.858 -3.865 0.0 0.0 0.0 0.0000
H -0.205 3.231 -3.302 0.0 0.0 0.0 0.0001
H 0.675 3.921 -1.091 0.0 0.0 0.0 0.0001
H 1.380 2.247 0.560 0.0 0.0 0.0 0.0013

---

9
Properties=species:S:1:pos:R:3:forces:R:3:mulliken_charge:R:1 method="wB97M-V/def2-TZVPD" energy_ev=-44564.967 smiles="O=C(Cl)NS(=O)(=O)Cl" homo_energy_ha=-0.4324 de_lowest_ev=0.0000 total_charge=0 homo_lumo_gap_ev=11.1
O 0.714 2.026 0.552 1.6 -2.1 -0.8 -0.3637
C 1.225 1.022 0.144 -3.3 -1.3 -0.1 0.5748
Cl 2.772 0.752 -0.604 0.0 0.5 0.4 -0.1305
N 0.488 -0.330 0.036 0.0 3.3 0.8 -0.2450
S -1.154 -0.627 0.216 -0.1 3.3 0.9 0.9700
O -1.740 0.056 1.331 0.9 0.0 -1.2 -0.4643
O -1.253 -2.006 0.130 -0.1 -2.8 -0.8 -0.4639
Cl -2.063 0.218 -1.507 0.8 -0.5 1.1 -0.1670
H 1.012 -1.111 -0.299 0.2 -0.4 -0.3 0.2895

---

12
Properties=species:S:1:pos:R:3:forces:R:3:mulliken_charge:R:1 method="wB97M-V/def2-TZVPD" energy_ev=-28056.220 smiles="NC(=S)CCCl" homo_energy_ha=-0.3130 de_lowest_ev=0.1447 total_charge=0 homo_lumo_gap_ev=9.1
N 0.652 1.469 0.275 -0.8 -0.1 0.5 -0.3219
C 1.055 0.183 0.274 -1.3 0.7 -0.6 0.3273
S 2.505 -0.254 -0.337 0.3 -0.5 0.3 -0.3515
C -0.075 -0.758 0.741 1.2 0.2 1.1 -0.8814
C -1.246 -1.038 -0.133 0.0 -0.5 -1.2 -0.2467
Cl -2.426 0.295 -0.237 -0.2 0.2 0.1 -0.2198
H 1.304 2.216 0.030 -0.6 -0.5 0.0 0.2268
H -0.363 1.606 0.404 1.1 0.5 0.0 0.1673
H 0.398 -1.708 0.892 0.4 -0.6 0.0 0.3413
H -0.454 -0.493 1.750 0.3 0.3 -0.5 0.3523
H -1.732 -1.919 0.298 -0.3 0.3 -0.3 0.3149
H -0.965 -1.255 -1.181 0.0 0.0 0.6 0.2914

---

11
Properties=species:S:1:pos:R:3:forces:R:3:mulliken_charge:R:1 method="wB97M-V/def2-TZVPD" energy_ev=-10350.152 homo_energy_ha=-0.3909 de_lowest_ev=5.0606 total_charge=0 homo_lumo_gap_ev=11.6
O 0.682 -1.650 0.453 -1.2 0.3 -0.4 -0.4518
C 1.102 -0.357 0.295 -0.1 1.0 -0.7 0.0323
C -0.243 0.257 0.464 -1.0 0.2 1.2 0.2664
C -0.082 1.268 -0.644 -0.4 -0.2 0.4 -0.3044
O 0.937 0.359 -1.116 0.6 -0.5 0.6 -0.4171
C -0.783 -1.070 0.446 1.1 -1.1 -0.7 0.0587
O -1.103 -0.401 1.580 1.2 1.1 -0.6 -0.4535
H 2.102 -0.097 0.659 -0.4 -0.2 0.0 0.4019
H -0.930 1.409 -1.326 0.3 -0.2 0.0 0.2473
H 0.325 2.250 -0.346 -0.1 -0.4 0.0 0.2220
H -1.487 -1.684 -0.104 0.0 0.1 0.1 0.3981